No. 1
{
  "formula": "C7H9Cl",
  "method": "ωB97M-V/def2-TZVPD",
  "s_squared": 2.051,
  "total_charge": 0,
  "orbital_gap_ha": [0.300, 0.335],
  "spin_multiplicity": 3,
  "homo_ev": [-7.26, -10.17],
  "total_energy_ev": -19922.138,
  "elements": ["C", "C", "C", "C", "C", "C", "C", "Cl", "H", "H", "H", "H", "H", "H", "H", "H", "H"],
  "positions_angstrom": [[-2.0609, 0.7631, -3.2425], [-2.3220, 0.5773, -2.0712], [1.9706, -1.0938, 0.1745], [1.2803, -0.0736, -0.4022], [-2.5912, 0.4218, -0.7429], [-0.2631, 0.3275, 1.5593], [0.1940, 0.6017, 0.1709], [-3.2423, 1.7248, 0.1676], [-1.8370, 0.8769, -4.2606], [2.8153, -1.5440, -0.3140], [1.7157, -1.4773, 1.1457], [1.5854, 0.2550, -1.3875], [-0.4709, -0.7328, 1.7072], [-1.1543, 0.8994, 1.8017], [0.5238, 0.6016, 2.2681], [-0.1764, 1.4814, -0.3247], [-2.5911, -0.5373, -0.2585]],
  "forces_ev_per_angstrom": [[-0.0914, -0.2041, 0.6338], [0.1229, 0.2110, -0.3303], [0.1307, -0.1944, 0.1074], [-0.6447, 0.4836, -0.1344], [-0.7393, 0.0068, 0.0561], [-0.0454, 0.0236, -0.0765], [1.0855, -0.1099, 0.1748], [0.0754, -0.0856, -0.0808], [0.1154, 0.1065, -0.5800], [0.1365, -0.0983, -0.1495], [-0.0773, -0.0608, 0.2437], [0.0628, 0.0385, -0.0904], [-0.0478, -0.0856, 0.0788], [-0.0230, -0.0247, 0.0868], [-0.0169, -0.0204, 0.1040], [-0.1654, 0.0700, -0.1944], [0.1220, -0.0563, 0.1509]]
}

---

No. 2
{
  "formula": "C7H9ClN4",
  "method": "ωB97M-V/def2-TZVPD",
  "total_charge": 0,
  "orbital_gap_ha": [0.290, 0.300],
  "homo_ev": [-8.96, -8.36],
  "total_energy_ev": -25883.264,
  "elements": ["C", "C", "C", "C", "C", "C", "C", "N", "N", "N", "N", "Cl", "H", "H", "H", "H", "H", "H", "H", "H", "H"],
  "positions_angstrom": [[-2.7352, -0.5930, -1.1278], [-2.4186, 0.2036, 0.9205], [-3.3952, -0.0123, -0.0232], [1.9687, 1.5686, -0.6697], [1.3649, 0.2105, -0.9785], [1.0423, -0.6050, 0.2989], [2.2300, -0.5930, 1.2410], [-1.4474, -0.7131, -0.8778], [2.5680, 1.9812, 0.3074], [-1.2538, -0.2326, 0.3605], [-0.1203, -0.1880, 0.9867], [-5.0586, 0.3389, 0.1037], [-3.1535, -0.9118, -2.0605], [-2.4416, 0.6258, 1.9014], [1.8361, 2.2259, -1.5417], [0.4645, 0.3273, -1.5823], [2.1043, -0.3319, -1.5728], [0.8749, -1.6276, -0.0835], [1.9684, -1.0053, 2.2092], [2.5317, 0.4651, 1.3751], [3.0703, -1.1332, 0.8135]],
  "forces_ev_per_angstrom": [[0.2249, 0.1761, 0.4704], [-0.8270, 0.0222, -0.3617], [0.4631, 0.0861, 0.4757], [-0.9134, -0.4266, -1.7602], [-0.0961, -0.0788, 0.7633], [0.6618, -0.9769, -1.3053], [-0.0924, 0.5379, 0.1876], [0.2410, -0.4977, -0.7748], [0.6317, 0.9490, 0.8818], [-0.7788, -0.0713, -0.5162], [0.3649, 0.7780, 1.3843], [-0.1476, 0.0381, 0.0287], [-0.0763, -0.0782, -0.2206], [0.0192, 0.0728, 0.2339], [0.1759, 0.4386, 0.0215], [0.2363, 0.0676, -0.0210], [-0.0507, -0.0519, -0.0165], [-0.0699, 0.0415, 0.1621], [-0.0065, -0.1743, 0.0847], [-0.0183, -0.7620, 0.3180], [0.0580, -0.0901, -0.0356]]
}

---

No. 3
{
  "formula": "C7H9ClNS",
  "method": "ωB97M-V/def2-TZVPD",
  "total_charge": 1,
  "orbital_gap_ha": [0.307, 0.206],
  "homo_ev": [-12.77, -10.71],
  "total_energy_ev": -32240.410,
  "elements": ["C", "C", "C", "C", "C", "C", "C", "N", "S", "Cl", "H", "H", "H", "H", "H", "H", "H", "H", "H"],
  "positions_angstrom": [[3.4130, -0.4516, -0.7587], [2.1428, -0.7176, -1.2957], [3.4960, -0.7176, 0.5914], [1.2030, -1.2478, -0.3908], [-1.1227, -2.4488, -0.3446], [-0.1055, -1.6219, -0.4664], [-1.1673, 0.9511, 0.2652], [-2.1234, 0.7171, 1.3821], [2.0663, -1.3444, 1.2110], [-2.7799, -1.9215, -0.2585], [4.2596, -0.0007, -1.2966], [1.8768, -0.7390, -2.3344], [4.3307, -0.5058, 1.1383], [-0.8275, -3.3906, -0.8526], [-1.3370, 0.3824, -0.6588], [-0.2534, 1.0647, 0.7970], [-2.4880, 1.6349, 1.6136], [-1.7128, 0.3502, 2.3737], [-2.8380, 0.0746, 1.1675]],
  "forces_ev_per_angstrom": [[0.0404, 0.4386, -0.0815], [-0.3877, -0.7060, -0.2194], [-1.6999, -0.0041, -2.3455], [1.5177, 0.0292, 1.3435], [1.8930, 0.3938, -2.0886], [-0.3134, 0.5155, 1.1411], [-0.1490, -1.3039, 0.8633], [1.8218, 0.2858, 2.8416], [-1.2377, -0.3396, -0.1072], [-0.0920, -0.5345, 0.1289], [-0.6081, -0.4227, 0.1123], [0.1484, 0.4755, -0.4076], [1.8889, 0.2636, 1.7004], [-1.2564, -0.1891, 0.9198], [0.0411, 0.6170, 0.5091], [1.1620, 0.4039, -0.8449], [-0.6522, 0.1718, 0.1723], [-0.6491, 0.8859, -3.0114], [-1.4681, -0.9810, -0.6260]]
}

---

No. 4
{
  "formula": "C7H9F2NO8",
  "method": "ωB97M-V/def2-TZVPD",
  "total_charge": 0,
  "orbital_gap_ha": 0.417,
  "homo_ev": -11.03,
  "smiles": "O=C1OC[C@@H](F)O1.O=C1OC[C@@H](F)O1.C[N+](=O)[O-]",
  "total_energy_ev": -30706.078,
  "elements": ["O", "C", "O", "C", "C", "F", "O", "H", "H", "H", "O", "C", "O", "C", "C", "F", "O", "H", "H", "H", "C", "N", "O", "O", "H", "H", "H"],
  "positions_angstrom": [[-3.0380, 0.8427, 0.5764], [-3.3892, -0.0951, 1.2880], [-2.8079, -0.6315, 2.3565], [-3.7620, -1.4881, 3.0769], [-4.5369, -1.9972, 1.8499], [-5.7920, -2.2775, 2.0935], [-4.5158, -0.8295, 1.0593], [-3.3207, -2.3886, 3.5041], [-4.3160, -0.9507, 3.8466], [-4.0176, -2.8630, 1.4390], [4.8487, -0.8441, -1.0356], [3.8263, -0.8554, -1.7649], [3.7521, -0.7831, -3.0447], [2.4122, -0.7031, -3.4624], [1.6342, -0.9335, -2.2514], [1.1030, -2.1378, -2.3947], [2.5973, -0.9356, -1.2197], [2.2323, 0.2477, -3.9640], [2.0585, -1.4367, -4.1870], [0.8229, -0.2060, -2.2256], [1.8794, 2.5846, 1.1250], [2.1571, 3.5968, 0.0399], [2.7066, 4.5749, 0.3977], [1.9365, 3.3448, -1.1495], [1.6318, 3.1568, 2.0191], [2.8464, 2.0827, 1.1612], [1.0508, 1.9254, 0.8663]],
  "forces_ev_per_angstrom": [[-0.6085, -2.7028, 2.4418], [-0.4653, 1.3534, -2.1524], [0.8674, 0.0470, 1.8383], [0.3741, -0.8870, -1.2119], [1.2274, 1.8976, 1.1831], [-1.7300, -0.6806, 0.3190], [-0.2036, 0.0483, -1.6303], [0.8056, 0.5892, 0.2455], [-0.1110, 0.2190, -0.4056], [-0.1208, 0.1123, -0.6298], [-3.5660, -0.0598, -3.1010], [3.9238, -0.0944, 5.0035], [1.0898, -0.1665, -2.5118], [0.0948, 1.0531, -2.1643], [0.0378, 1.2327, 0.1647], [-1.2101, -2.1810, 0.7835], [-1.5927, 0.3585, 0.3046], [0.2170, 0.2931, 0.3964], [0.9214, -0.4006, -0.0714], [0.0523, 0.0584, 1.2395], [-0.2276, 0.2425, -0.5504], [-0.8719, -1.7461, -1.7762], [1.0332, 2.2591, 0.9981], [-0.3069, -0.4681, 1.1920], [0.3466, -0.1568, -0.0987], [-0.2851, -0.2830, 0.4644], [0.3083, 0.0625, -0.2704]]
}

---

No. 5
{
  "formula": "C7H9F2NO8",
  "method": "ωB97M-V/def2-TZVPD",
  "total_charge": 0,
  "orbital_gap_ha": 0.426,
  "homo_ev": -11.25,
  "smiles": "O=C1OC[C@@H](F)O1.O=C1OC[C@@H](F)O1.C[N+](=O)[O-]",
  "total_energy_ev": -30707.692,
  "elements": ["O", "C", "O", "C", "C", "F", "O", "H", "H", "H", "O", "C", "O", "C", "C", "F", "O", "H", "H", "H", "C", "N", "O", "O", "H", "H", "H"],
  "positions_angstrom": [[-1.5006, 1.5426, -0.6411], [-2.2764, 0.7341, -0.2588], [-2.2455, 0.1300, 0.9519], [-3.4724, -0.5738, 1.1340], [-3.8593, -0.8501, -0.3163], [-5.1942, -0.8879, -0.5287], [-3.3194, 0.2613, -0.9982], [-3.2959, -1.4951, 1.6823], [-4.1907, 0.0520, 1.6612], [-3.4110, -1.7768, -0.6795], [3.6113, -1.6943, 1.1146], [3.0418, -1.3840, 0.1272], [3.5818, -1.2032, -1.0833], [2.5916, -0.7069, -1.9790], [1.2878, -0.8228, -1.1937], [0.5160, -1.8687, -1.6674], [1.6880, -1.1432, 0.0973], [2.8385, 0.3133, -2.2653], [2.5228, -1.2983, -2.8928], [0.6748, 0.0742, -1.2360], [1.0762, 1.4138, 1.6334], [1.9766, 2.2935, 0.8348], [2.5315, 3.2006, 1.4143], [2.1310, 2.0155, -0.3382], [0.6160, 2.0251, 2.4002], [1.7478, 0.6669, 2.0478], [0.3320, 0.9824, 0.9794]],
  "forces_ev_per_angstrom": [[0.2077, 0.0364, 0.0675], [-0.2837, -0.0846, -0.2494], [0.0897, 0.2858, 0.0463], [-0.0868, -0.4652, -0.2177], [-0.1618, 0.0258, 0.3610], [0.0542, 0.0504, 0.1055], [0.3403, -0.0836, 0.1400], [0.1134, 0.0936, 0.0818], [-0.1192, 0.0382, -0.1199], [-0.1092, 0.0299, -0.2324], [0.2109, -0.0658, 0.1536], [-0.2988, -0.0060, 0.0940], [-0.0480, -0.0913, -0.1273], [-0.2819, 0.0970, -0.3943], [0.0381, 0.0230, -0.4393], [0.0711, 0.0571, -0.0291], [0.1570, 0.2004, -0.0867], [-0.0746, 0.0800, 0.2707], [0.2118, -0.2394, 0.2087], [-0.0484, -0.0214, 0.2594], [0.1289, 0.2283, 0.0392], [-0.1097, 0.1320, 0.2041], [-0.0787, -0.0685, -0.1197], [0.0892, -0.0704, -0.2027], [0.1132, -0.0068, 0.1064], [-0.2018, -0.1322, 0.1528], [0.0773, -0.0426, -0.0726]]
}

---

No. 6
{
  "formula": "C7H9FINS",
  "method": "ωB97M-V/def2-TZVPD",
  "total_charge": 0,
  "orbital_gap_ha": [0.209, 0.235],
  "homo_ev": [-8.17, -8.43],
  "total_energy_ev": -30540.026,
  "elements": ["C", "C", "C", "C", "C", "C", "C", "N", "F", "S", "I", "H", "H", "H", "H", "H", "H", "H", "H", "H"],
  "positions_angstrom": [[3.2792, 0.1203, 0.8941], [0.2595, 0.4728, -0.3484], [3.2439, 1.1705, 0.0514], [-1.2223, -1.1326, -1.2260], [-2.2562, 0.6900, 0.0002], [-0.7236, -0.9756, 1.3506], [-0.9653, -0.1685, -0.0397], [2.3477, 2.0858, -0.2395], [4.4359, 1.6405, -0.4294], [0.7543, 1.9834, 0.0978], [4.3341, -1.5449, 0.2652], [-1.9750, -0.7764, -1.9656], [-0.3205, -1.3041, -1.7965], [-1.5078, -2.0499, -0.9785], [-2.2073, 1.4104, -0.7201], [-3.0388, 0.1929, -0.3559], [-2.4007, 1.2423, 0.9111], [0.0353, -1.6500, 1.0021], [-0.3551, -0.1854, 1.9384], [-1.7173, -1.2217, 1.5887]],
  "forces_ev_per_angstrom": [[-0.3306, -3.2521, 1.0176], [2.9943, 1.3426, 1.0610], [-0.5188, 4.8730, -2.4334], [0.8866, 2.9152, -1.8979], [3.4801, 0.8633, 2.4954], [0.3685, 2.1223, -3.6729], [-2.7424, -0.8505, -0.6457], [0.5884, -0.6857, 0.1004], [0.3338, -0.9138, 0.3781], [-0.6548, -1.1577, -0.0780], [-0.3886, 0.6791, 0.3161], [0.4887, 0.1387, 0.5991], [0.4149, 0.1781, -0.1373], [-1.5776, -3.9560, 1.6306], [0.7263, 2.3305, -2.1358], [-3.5596, -2.6337, -0.4030], [-0.3283, -0.1334, 0.7015], [0.0338, -1.0246, 0.9309], [0.6261, 0.4114, 1.4878], [-0.8407, -1.2467, 0.6852]]
}